This record from the OMol25 dataset describes a 12-piece molecular cluster, H24O12 overall. The level of theory is ωB97M-V with the def2-TZVPD basis set.

Calculated values
Maximum force (eV Å⁻¹): 8.401
Energy (eV): -24955.52499
Relative energy (zero: lowest compared OMol25 entry of this formula, charge and spin) (kJ/mol): 595.3
Kohn-Sham gap (eV): 10.7
SMILES: O.O.O.O.O.O.O.O.O.O.O.O
Molar mass (u): 216.180

Geometry as ORCA input:
```
! RIJCOSX wB97M-V def2-TZVPD def2/J DEFGRID3
* xyz 0 1
O 2.766 0.047 1.153
H 2.364 0.791 0.641
H 3.067 -0.611 0.368
O -2.323 -3.464 -1.368
H -2.463 -2.868 -0.740
H -1.969 -2.763 -1.854
O 5.094 -1.259 -1.351
H 4.092 -1.132 -1.520
H 5.104 -0.593 -0.591
O -0.509 -1.679 -1.992
H 0.057 -2.117 -2.451
H -0.332 -0.806 -2.106
O -0.654 -2.088 1.751
H -0.166 -2.242 2.602
H -0.271 -2.551 1.103
O -0.383 3.283 2.378
H 0.430 3.602 1.987
H -1.031 3.956 1.963
O -3.709 -1.557 1.111
H -2.853 -1.650 1.788
H -4.191 -2.407 1.376
O 1.816 2.723 -0.208
H 0.852 2.543 -0.434
H 2.329 3.201 -0.746
O -1.721 1.436 -0.784
H -2.198 1.653 -0.076
H -1.943 0.414 -0.938
O -2.017 0.324 3.552
H -2.515 -0.436 4.076
H -1.856 -0.194 2.683
O -0.289 3.503 -1.938
H -1.088 3.318 -1.278
H -0.986 3.611 -2.626
O 2.046 -1.168 -2.122
H 2.747 -1.357 -2.782
H 1.869 -2.181 -1.904
*
```